Record 1
{"formula": "C3H10IN2", "method": "ωB97M-V/def2-TZVPD", "fmax_ev_per_a": 7.0, "gap_ev": [8.59, 6.94], "homo_energy_ev": [-12.07, -10.84], "total_charge": 1, "symbols": ["C", "C", "C", "N", "N", "I", "H", "H", "H", "H", "H", "H", "H", "H", "H", "H"], "positions_angstrom": [[1.635, 0.001, -0.692], [0.740, 0.458, 0.537], [-1.447, -0.937, -0.209], [0.201, 1.811, 0.256], [-1.293, -2.107, 0.424], [-2.955, 0.393, 0.053], [2.594, 0.465, -0.455], [1.358, 0.495, -1.666], [1.772, -1.019, -0.657], [0.956, 0.314, 1.503], [-1.023, -0.924, -1.121], [0.028, 1.827, -0.810], [0.792, 2.522, 0.612], [-0.652, 1.824, 0.941], [-1.663, -2.184, 1.330], [-1.044, -2.942, -0.045]], "nbo_charge": [-0.66, -0.12, -0.15, -0.74, -0.76, 0.23, 0.23, 0.21, 0.24, 0.19, 0.18, 0.46, 0.42, 0.46, 0.40, 0.41]}

---

Record 2
{"formula": "C3H10IN2O3", "method": "ωB97M-V/def2-TZVPD", "fmax_ev_per_a": 1.8, "gap_ev": 8.12, "homo_energy_ev": -4.73, "total_charge": -1, "symbols": ["I", "C", "C", "O", "O", "H", "H", "H", "H", "H", "H", "C", "O", "N", "N", "H", "H", "H", "H"], "positions_angstrom": [[3.151, 0.895, -0.484], [-0.618, 0.481, 1.403], [-1.387, 0.457, 2.699], [-0.819, 1.296, 3.685], [0.568, -0.264, 1.524], [-0.414, 1.510, 1.084], [-1.248, 0.069, 0.603], [-1.320, -0.564, 3.089], [-2.420, 0.664, 2.423], [0.138, 1.235, 3.609], [1.250, 0.130, 0.932], [0.036, -1.043, -2.776], [-0.882, -1.815, -3.114], [1.301, -1.491, -2.525], [-0.141, 0.299, -2.679], [1.936, -0.847, -2.065], [1.364, -2.483, -2.397], [-1.075, 0.635, -2.801], [0.580, 0.836, -2.211]], "nbo_charge": [-0.90, -0.09, -0.08, -0.74, -0.78, 0.17, 0.15, 0.16, 0.17, 0.48, 0.50, 0.77, -0.72, -0.86, -0.86, 0.42, 0.39, 0.39, 0.42]}

---

Record 3
{"formula": "C3H10IPSi", "method": "ωB97M-V/def2-TZVPD", "fmax_ev_per_a": 5.2, "gap_ev": 8.88, "homo_energy_ev": -8.75, "total_charge": 0, "symbols": ["C", "C", "C", "Si", "P", "I", "H", "H", "H", "H", "H", "H", "H", "H", "H", "H"], "positions_angstrom": [[-0.142, 0.657, -1.828], [0.034, 1.302, 1.137], [1.550, -1.270, 0.323], [0.047, -0.139, -0.073], [-1.699, -1.588, 0.105], [-3.295, 0.213, 0.052], [-0.456, 0.021, -2.626], [-0.807, 1.540, -1.659], [0.907, 1.013, -2.005], [0.236, 1.096, 2.155], [0.688, 2.028, 0.907], [-1.080, 1.690, 0.975], [2.522, -0.982, 0.157], [1.468, -1.774, 1.329], [1.512, -2.019, -0.416], [-1.485, -1.788, 1.467]], "nbo_charge": [-1.09, -1.11, -1.10, 1.34, -0.07, -0.10, 0.24, 0.25, 0.23, 0.24, 0.23, 0.24, 0.24, 0.24, 0.23, -0.01]}

---

Record 4
{"formula": "C3H10N", "method": "ωB97M-V/def2-TZVPD", "smiles": "CCC[NH3+]", "fmax_ev_per_a": 4.7, "gap_ev": 11.96, "homo_energy_ev": -15.94, "total_charge": 1, "symbols": ["C", "C", "C", "N", "H", "H", "H", "H", "H", "H", "H", "H", "H", "H"], "positions_angstrom": [[-0.021, -1.821, -0.744], [0.586, -0.579, -0.134], [-0.499, 0.616, 0.013], [-0.075, 1.831, 0.843], [-1.029, -2.057, -0.333], [0.094, -1.721, -1.819], [0.573, -2.605, -0.515], [1.458, -0.338, -0.579], [0.869, -0.923, 0.818], [-0.759, 0.893, -1.048], [-1.415, 0.300, 0.676], [0.760, 2.284, 0.345], [0.227, 1.457, 1.770], [-0.756, 2.601, 0.841]], "nbo_charge": [-0.60, -0.40, -0.24, -0.70, 0.22, 0.22, 0.23, 0.22, 0.21, 0.25, 0.23, 0.45, 0.46, 0.46]}

---

For the records above, the corresponding ΔE to the lowest compared entry with this formula, charge and spin values read 378.1 0.0 71.8 121.3 kJ/mol.